{
  "formula": "C20H25FN7O3S",
  "method": "ωB97M-V/def2-TZVPD",
  "homo_energy_ev": -10.59,
  "charge": 1,
  "species": ["O", "O", "O", "F", "N", "S", "C", "C", "C", "C", "C", "C", "C", "C", "C", "C", "C", "C", "C", "C", "C", "N", "N", "N", "N", "N", "N", "C", "C", "C", "C", "C", "H", "H", "H", "H", "H", "H", "H", "H", "H", "H", "H", "H", "H", "H", "H", "H", "H", "H", "H", "H", "H", "H", "H", "H", "H"],
  "positions_angstrom": [[5.39445, 3.19676, 0.95058], [-4.28668, -1.34635, -0.55751], [3.48257, -1.93656, -0.19197], [-0.71615, 2.64857, 1.44384], [-5.41275, -0.04037, -4.22024], [-1.78423, -3.55788, -1.62922], [4.71084, 2.32243, 1.45065], [-4.08181, -1.96691, -1.58949], [4.16104, -1.24266, 0.55370], [-4.66627, -0.15137, -3.15255], [-4.40348, 1.15508, -2.55348], [-5.13072, 2.03472, -3.29989], [0.62303, -1.72922, 0.63112], [1.12541, -0.66559, 1.32902], [-0.41399, -1.64023, 2.58686], [-2.82550, 2.97748, 0.36449], [-1.31673, 1.26011, -0.39570], [-3.74449, 2.60375, -0.62596], [-2.23556, 0.87709, -1.37486], [-1.60786, 2.30238, 0.48608], [-3.46309, 1.53892, -1.49548], [-5.72964, 1.28451, -4.29884], [-4.28189, -1.43898, -2.84521], [-0.33553, -2.32702, 1.42651], [5.41074, -1.62488, 0.83709], [4.40116, 1.23482, 0.74251], [0.47525, -0.62330, 2.55144], [4.22516, 2.47136, 2.88025], [-3.62123, -3.41540, -1.47341], [6.36851, -0.99349, 1.75161], [2.12481, 0.33890, 0.79569], [3.59971, 0.06842, 1.15788], [-1.64635, -4.88171, -1.87985], [-5.16979, 3.11373, -3.17962], [0.90835, -2.02188, -0.37647], [-1.12665, -1.83255, 3.38560], [-3.05839, 3.79293, 1.04220], [-0.36762, 0.75107, -0.33740], [-4.68841, 3.13357, -0.70800], [-1.99001, 0.07472, -2.06300], [-6.32206, 1.68308, -5.03095], [-4.40810, -2.10040, -3.59973], [-0.93454, -3.09674, 1.13704], [5.70786, -2.46576, 0.36324], [4.77273, 1.24267, -0.19771], [0.57393, 0.10901, 3.24603], [4.55363, 3.44031, 3.25823], [3.13968, 2.43331, 2.90755], [4.65696, 1.68767, 3.49838], [-4.10675, -4.00102, -2.25832], [-3.95069, -3.81545, -0.51073], [6.78935, -0.09179, 1.29977], [7.18777, -1.68575, 1.96086], [5.89080, -0.73409, 2.69812], [1.83902, 1.32586, 1.16369], [2.03579, 0.37123, -0.29283], [3.66844, -0.04710, 2.23837]],
  "mulliken_charge": [-0.64, -0.58, -0.67, -0.29, -0.86, -0.25, 0.66, 0.48, 0.04, -0.10, 0.46, -1.09, -0.59, 0.09, -0.33, -0.81, 0.01, -0.85, -0.35, 0.24, 0.90, 0.12, -0.04, 0.14, -0.14, -0.05, 0.10, -0.89, -0.74, -0.73, -1.08, -0.06, 0.16, 0.47, 0.51, 0.41, 0.42, 0.43, 0.46, 0.46, 0.23, 0.31, 0.23, 0.31, 0.27, 0.26, 0.34, 0.23, 0.26, 0.45, 0.33, 0.27, 0.34, 0.23, 0.68, 0.27, 0.55]
}



{
  "formula": "C4H7NOS",
  "method": "ωB97M-V/def2-TZVPD",
  "multiplicity": 3,
  "homo_energy_ev": [-5.19, -8.99],
  "s_squared": 2.02,
  "de_lowest_ev": 5.401,
  "charge": 0,
  "species": ["C", "C", "C", "C", "N", "O", "S", "H", "H", "H", "H", "H", "H", "H"],
  "positions_angstrom": [[-2.92934, 0.97421, -0.86734], [1.97896, -1.87076, 0.26536], [-3.15745, 1.27804, 0.24857], [2.02886, -0.52697, 0.51417], [1.11778, 1.76463, 1.12148], [0.92158, 0.88534, -1.37506], [0.69111, 0.57205, 0.28684], [-2.57333, 0.59544, -1.79780], [0.08074, 0.70659, -1.84457], [2.83928, -2.52328, 0.36589], [1.22017, -2.27592, -0.29931], [-3.30693, 1.45216, 1.27134], [2.66130, -0.30888, 1.39232], [0.48903, 2.50073, 1.39687]],
  "mulliken_spin": [0.02, 0.65, 0.00, 0.17, 0.52, 0.17, 0.45, -0.01, -0.01, 0.02, 0.01, 0.00, 0.01, 0.00]
}



{
  "formula": "C37H43BaNO2P",
  "method": "ωB97M-V/def2-TZVPD",
  "homo_energy_ev": -2.78,
  "de_lowest_ev": 0.790,
  "charge": -1,
  "species": ["O", "C", "C", "H", "H", "C", "H", "H", "C", "H", "H", "H", "C", "H", "H", "H", "Ba", "C", "C", "C", "H", "C", "C", "H", "H", "H", "H", "C", "C", "C", "H", "C", "C", "H", "H", "H", "H", "O", "C", "C", "H", "H", "C", "H", "H", "C", "H", "H", "H", "H", "N", "P", "C", "C", "C", "C", "C", "C", "C", "C", "C", "C", "C", "C", "C", "C", "C", "C", "C", "C", "H", "H", "H", "H", "H", "H", "H", "H", "H", "H", "H", "H", "H", "H", "H"],
  "positions_angstrom": [[-0.51584, 0.87642, -4.10953], [0.64118, 1.43597, -4.81249], [-0.07097, 2.78777, -5.13439], [0.86982, 0.71698, -5.60647], [1.56839, 1.51698, -4.22313], [-1.26958, 2.12030, -4.33125], [-0.18363, 3.08419, -6.21305], [0.24027, 3.71023, -4.56371], [-2.51893, 1.69565, -5.14268], [-2.18232, 0.93530, -5.87945], [-2.97192, 2.60948, -5.57360], [-3.23489, 1.14863, -4.48281], [-1.50238, 2.99013, -3.08306], [-0.53456, 3.34342, -2.70249], [-2.03620, 2.54548, -2.24799], [-2.14789, 3.83787, -3.40736], [0.67300, -1.00987, -0.41082], [0.87669, 2.07971, 0.91225], [2.14535, 1.44072, 0.96670], [2.64454, 1.33468, -0.37027], [2.66846, 1.15437, 1.88536], [1.67152, 1.90880, -1.24226], [0.58879, 2.37429, -0.44341], [-0.27525, 2.94321, -0.78725], [0.25484, 2.37788, 1.76215], [3.63192, 0.95710, -0.65942], [1.79498, 2.08932, -2.31468], [-2.31162, -0.02929, 1.21930], [-2.17610, 1.09464, 0.37048], [-2.51634, 0.67353, -0.93518], [-1.89526, 2.09754, 0.67097], [-2.66246, -0.72537, -0.93931], [-2.62929, -1.15389, 0.41253], [-2.87634, -2.13673, 0.79053], [-2.28962, -0.01485, 2.30066], [-2.80202, 1.28489, -1.77618], [-2.85571, -1.29981, -1.83834], [0.23724, -1.57529, -5.81098], [-0.14289, -0.76318, -6.96501], [0.32836, -1.34365, -8.31734], [0.36721, 0.20412, -6.78426], [-1.22632, -0.52555, -6.95353], [1.35805, -2.40246, -7.88073], [0.88771, -0.61203, -8.92463], [-0.50010, -1.79040, -8.90241], [1.21210, -2.51638, -6.34901], [2.36966, -1.98774, -8.06606], [1.21262, -3.35372, -8.41141], [2.17554, -2.27387, -5.89653], [0.93189, -3.54630, -6.03681], [0.44189, -0.76375, 1.90501], [0.47968, -0.76657, 3.45752], [-0.93944, -1.60983, 4.18485], [-1.59690, -1.08635, 5.30942], [-2.75707, -1.68886, 5.80822], [-3.27927, -2.82355, 5.16872], [-2.61122, -3.37423, 4.05461], [-1.47910, -2.72940, 3.52245], [1.89744, -1.65047, 4.10138], [1.85598, -2.02602, 5.45361], [2.90378, -2.77398, 5.99993], [4.03092, -3.08148, 5.21129], [4.06618, -2.70784, 3.85401], [2.98027, -2.01876, 3.28476], [0.47241, 0.80083, 4.33720], [1.59568, 1.16794, 5.09556], [1.59769, 2.34167, 5.86405], [0.47939, 3.19321, 5.85113], [-0.64842, 2.84530, 5.08650], [-0.65048, 1.65561, 4.34108], [-1.26222, -0.16082, 5.77992], [-3.25658, -1.24500, 6.68036], [-4.20945, -3.27578, 5.53896], [-2.99324, -4.29260, 3.58245], [-1.04700, -3.06714, 2.56928], [0.99726, -1.75120, 6.07513], [2.83124, -3.11490, 7.03951], [4.87285, -3.62368, 5.66040], [4.94115, -2.96589, 3.23680], [2.96556, -1.78414, 2.21426], [2.48089, 0.53197, 5.13827], [2.46288, 2.59305, 6.49456], [0.46311, 4.11983, 6.44488], [-1.54966, 3.47601, 5.07928], [-1.55788, 1.34756, 3.81300]],
  "mulliken_charge": [-0.31, 0.16, -0.81, -0.59, 0.09, 1.71, 0.33, 0.32, -1.08, -0.01, 0.39, 0.28, -1.57, 0.43, 0.03, 0.35, 1.35, -0.49, 0.12, -2.06, 0.38, 0.34, -0.32, 0.21, 0.39, 0.30, 0.34, 0.10, -0.42, -0.23, 0.55, -1.36, -1.17, 0.40, 0.57, 0.60, 0.38, -0.31, -0.01, -0.62, 0.36, 0.19, -0.49, 0.26, 0.29, -0.52, 0.21, 0.30, 0.27, 0.27, -0.50, 0.36, 0.31, 0.22, -0.76, -0.42, -0.70, -0.31, -0.22, -0.15, -0.75, -0.44, -0.57, -0.29, 0.36, -0.61, -0.60, -0.62, -0.70, 0.36, 0.34, 0.37, 0.35, 0.35, 0.25, 0.35, 0.36, 0.34, 0.35, 0.28, 0.39, 0.35, 0.32, 0.39, 0.31]
}



{
  "formula": "C5H16N2O",
  "method": "ωB97M-V/def2-TZVPD",
  "smiles": "CC(C)N.CNCO",
  "homo_energy_ev": -8.75,
  "de_lowest_ev": 2.274,
  "charge": 0,
  "species": ["C", "C", "C", "N", "H", "H", "H", "H", "H", "H", "H", "H", "H", "C", "N", "C", "O", "H", "H", "H", "H", "H", "H", "H"],
  "positions_angstrom": [[1.86272, 0.93467, 2.56903], [0.77389, 0.48399, 1.58729], [-0.60131, 0.70348, 2.19813], [0.88947, 1.12987, 0.26078], [2.83415, 1.05414, 2.08374], [1.64491, 1.90780, 3.01982], [1.91500, 0.22199, 3.39144], [0.97667, -0.57761, 1.42385], [-0.70760, 1.76067, 2.44987], [-0.67007, 0.14418, 3.13254], [-1.36105, 0.30302, 1.52908], [1.84480, 1.35112, 0.00590], [0.37650, 2.00444, 0.29138], [-2.17506, -1.40050, -2.15577], [-1.29959, -1.17258, -0.98450], [0.10811, -1.07745, -1.47538], [0.47048, 0.14372, -2.05725], [-1.83281, -0.80772, -3.00939], [-3.21949, -1.16724, -1.94309], [-2.14083, -2.46623, -2.38972], [-1.59358, -0.27600, -0.60632], [0.07221, -1.84204, -2.26388], [0.67882, -1.59263, -0.69161], [0.38389, 0.31724, -0.96467]],
  "mulliken_charge": [-1.43, 0.59, -1.30, -0.56, 0.40, 0.31, 0.37, 0.09, 0.38, 0.37, 0.31, 0.25, 0.30, -0.87, -0.34, -0.63, -0.64, 0.32, 0.34, 0.28, 0.20, 0.49, 0.24, 0.52]
}